Entry from the OMol25 dataset: the molecule C3H3N5 at a distorted geometry (ωB97M-V/def2-TZVPD).

Structure (XYZ):
```
11
Properties=species:S:1:pos:R:3:forces:R:3:nbo_charge:R:1
C -0.48752 -0.77955 -0.71965 -5.395 -1.313 -2.231 0.4287
C 1.30626 -0.21215 0.45946 2.883 -0.710 0.440 0.0887
C 0.49054 0.71433 1.24380 3.994 -4.401 2.931 0.0262
H -2.21743 -0.95563 -1.70120 0.237 0.608 0.556 0.3618
H 2.41220 -0.26022 0.62800 -0.940 0.169 0.309 0.2095
H 0.53244 0.49590 2.28860 0.343 0.213 0.958 0.2055
N -1.61715 -1.49166 -1.07357 5.742 0.825 1.982 -0.5972
N 0.87924 -1.13118 -0.29494 -2.981 0.287 -1.085 -0.3574
N -0.36089 1.44581 0.84672 -3.717 3.529 -1.230 -0.1999
N -0.34371 1.58237 -0.48860 -1.914 0.691 -2.298 0.0274
N -0.59398 0.59198 -1.18863 1.746 0.102 -0.332 -0.1935
```
Positions in Å, forces in eV/Å.

The value obtained for the HOMO-LUMO gap is 8.68 eV. Its multiplicity is 1. For the energy above the lowest of the compared OMol25 structures with the same formula, charge and spin, the calculation gives 97.8 kcal/mol. Its calculated total energy is -10604.627 eV. As for the charge: 0. Its structure (SMILES) is [H]/N=c1/nccnnn1.


Entry from the OMol25 dataset: a cluster of 3 separate species, C5H10O2 in total (ωB97M-V/def2-TZVPD).

Structure (XYZ):
```
17
Properties=species:S:1:pos:R:3:forces:R:3:nbo_charge:R:1
O 2.84190 0.10728 0.19182 -0.052 -0.546 -0.290 -0.5173
C 2.11354 -0.67902 -0.35927 0.406 0.147 0.104 0.2776
C -0.33466 -0.70377 0.75512 -0.284 0.098 0.160 -0.2623
C -0.66218 0.57073 0.92356 -0.166 -0.282 0.099 -0.1823
C -1.57716 0.99646 -0.19016 -0.055 0.208 0.158 -0.1039
O -1.50631 -0.05967 -1.13594 -0.071 -0.017 -0.043 -0.5215
C -1.00204 -1.21923 -0.49410 0.058 -0.276 0.092 -0.0973
H 1.64504 1.74797 0.18662 -0.065 0.324 -0.046 0.0447
H 1.50601 -0.41940 -1.24807 0.139 0.108 0.109 0.1228
H 2.02607 -1.72546 -0.00920 0.064 0.057 -0.081 0.1111
H 0.23094 -1.31345 1.44913 -0.100 0.040 -0.089 0.2273
H -0.39976 1.20118 1.76419 -0.044 -0.098 -0.114 0.2294
H 0.96291 2.04441 0.20088 0.170 0.271 -0.108 -0.0513
H -1.31154 1.93425 -0.69345 0.044 -0.156 0.136 0.1950
H -2.59751 1.10358 0.21264 0.021 0.021 -0.153 0.1739
H -0.34529 -1.74254 -1.20330 -0.062 0.065 0.182 0.1791
H -1.81292 -1.91181 -0.22076 -0.003 0.036 -0.116 0.1749
```
Positions in Å, forces in eV/Å.

The value obtained for the HOMO-LUMO gap is 10.05 eV. Its multiplicity is 1. For the energy above the lowest of the compared OMol25 structures with the same formula, charge and spin, the calculation gives 95.4 kcal/mol. Its calculated total energy is -9438.906 eV. As for the charge: 0. Its structure (SMILES) is C1=CCOC1.[H][H].C=O.


Entry from the OMol25 dataset: a cluster of 2 separate species, C4H12NO2 in total at a distorted geometry (ωB97M-V/def2-TZVPD).

Structure (XYZ):
```
19
Properties=species:S:1:pos:R:3:forces:R:3:nbo_charge:R:1
C -0.81428 -1.06089 0.48073 0.834 -0.198 -0.149 -0.0036
O -1.43199 -1.39662 -0.70229 -0.398 0.113 0.256 -0.6722
C 0.59934 -0.49819 0.27325 0.506 -0.638 -0.763 -0.1724
C 0.58461 0.98676 0.00252 0.387 -1.438 0.342 -0.2158
C -0.06447 1.38225 -1.32746 -0.313 0.584 -0.568 -0.1124
O 0.19614 0.41088 -2.31070 0.129 0.165 0.068 -0.6822
N 1.44525 -1.02317 1.36101 -1.539 2.431 0.368 -0.7055
H -0.73777 -1.86430 1.21179 -0.274 -0.262 -0.166 0.2229
H -1.35856 -0.19359 1.01048 0.037 0.103 0.375 0.1498
H -1.95895 -2.19976 -0.60591 -0.035 0.069 0.013 0.5131
H 0.99124 -0.94011 -0.65036 -0.245 -0.004 -0.166 0.3135
H 1.53928 1.44727 0.25603 -0.123 0.334 -0.070 0.2594
H -0.16015 1.42835 0.85916 -0.397 -0.388 1.661 0.1296
H 0.34015 2.34396 -1.64909 0.190 -0.092 0.007 0.2224
H -1.14103 1.55347 -1.25971 -0.049 -0.088 0.428 0.2118
H -0.60807 -0.09262 -2.48176 0.062 -0.058 0.037 0.4998
H 0.85635 -0.71490 2.16854 0.702 -0.803 0.502 0.3370
H -0.51821 0.81596 1.93007 0.267 0.555 -2.243 0.3322
H 2.24111 -0.38472 1.43372 0.261 -0.386 0.068 0.3727
```
Positions in Å, forces in eV/Å.

The value obtained for the HOMO-LUMO gap is 6.58 eV. Its multiplicity is 1. For the energy above the lowest of the compared OMol25 structures with the same formula, charge and spin, the calculation gives 167.4 kcal/mol. Its calculated total energy is -9914.972 eV. As for the charge: +1.


Entry from the OMol25 dataset: a cluster of 5 separate species, C5H15N5O10 in total at a distorted geometry (ωB97M-V/def2-TZVPD).

Structure (XYZ):
```
35
Properties=species:S:1:pos:R:3:forces:R:3:nbo_charge:R:1
C 1.05469 -0.76601 2.21846 0.076 -0.495 0.769 -0.5231
N 0.45709 -0.89757 3.61101 2.510 0.483 -0.530 0.5453
O -0.74048 -0.95472 3.71536 0.196 -0.233 1.047 -0.3841
O 1.30407 -0.93320 4.50165 -1.372 -0.044 -0.050 -0.3853
H 0.50144 0.00984 1.68925 0.634 -1.117 0.572 0.2594
H 0.89048 -1.74937 1.77783 0.387 0.104 -0.169 0.2173
H 2.09381 -0.45306 2.32036 -0.097 -0.547 0.125 0.2291
C 0.51266 -0.05029 -3.53795 0.228 -0.150 0.476 -0.4854
N -0.87819 -0.58114 -3.58539 -0.658 -0.960 -3.311 0.5341
O -1.54114 -0.65297 -2.57476 -0.012 -2.242 -4.142 -0.3707
O -1.25028 -0.92110 -4.74889 0.605 0.898 3.072 -0.3778
H 1.15570 -0.89222 -3.79437 -0.029 0.257 -0.379 0.2472
H 0.79258 0.26284 -2.53212 -0.396 0.101 -0.045 0.2230
H 0.55270 0.78067 -4.24222 0.174 -0.299 0.015 0.2526
C -2.28926 -2.69531 1.94051 -1.693 -0.750 0.209 -0.4971
N -1.77162 -1.54775 1.15173 0.878 -0.466 1.657 0.5212
O -1.16186 -1.80719 0.10907 -0.316 -0.911 1.420 -0.4206
O -1.93579 -0.44634 1.66240 -2.199 -3.454 -0.940 -0.3084
H -2.03776 -3.71167 1.63743 0.693 0.524 -0.618 0.2331
H -3.35814 -2.60866 1.74535 -0.196 -0.079 0.240 0.2329
H -2.15266 -2.61843 3.01919 0.300 0.665 -0.351 0.2625
C 2.24090 2.44252 0.07180 0.745 2.109 0.342 -0.4718
N 2.96138 2.56236 -1.21321 -0.276 -1.287 -0.315 0.5277
O 2.81493 3.56842 -1.89607 0.551 -1.148 0.550 -0.3661
O 3.62336 1.55581 -1.47557 -0.056 1.160 -0.731 -0.4056
H 2.99193 2.76858 0.79134 -0.149 -0.422 0.336 0.2257
H 1.75119 1.47947 0.21606 1.497 0.036 0.057 0.2174
H 1.40874 3.14135 -0.01337 1.548 0.391 0.732 0.2615
C -1.57813 0.48775 -0.72317 0.371 1.686 0.790 -0.5340
N -0.56785 1.29980 0.07336 -2.425 -0.179 -0.146 0.5551
O 0.06935 2.19967 -0.42876 -3.279 -0.737 -1.345 -0.4085
O -0.49125 1.00814 1.25633 1.029 3.631 -1.327 -0.3820
H -1.11248 -0.44707 -1.03521 0.237 1.590 1.467 0.3127
H -1.91481 0.93221 -1.65976 0.339 1.205 1.006 0.2246
H -2.39529 0.23466 -0.04767 0.155 0.679 -0.482 0.2382
```
Positions in Å, forces in eV/Å.

The value obtained for the HOMO-LUMO gap is 9.85 eV. Its multiplicity is 1. For the energy above the lowest of the compared OMol25 structures with the same formula, charge and spin, the calculation gives 130.8 kcal/mol. Its calculated total energy is -33334.114 eV. As for the charge: 0. Its structure (SMILES) is C[N+](=O)[O-].C[N+](=O)[O-].C[N+](=O)[O-].C[N+](=O)[O-].C[N+](=O)[O-].


Entry from the OMol25 dataset: the ion C27H25Cl2N2O2 with charge +1 at a distorted geometry (ωB97M-V/def2-TZVPD).

Structure (XYZ):
```
58
Properties=species:S:1:pos:R:3:forces:R:3:nbo_charge:R:1
Cl 4.62616 -4.63868 -5.32352 0.219 -0.031 -0.021 0.0611
C 3.66899 -3.73065 -4.23320 -0.866 0.602 0.857 -0.0238
C 4.22811 -3.06021 -3.13125 -0.324 -0.169 -0.481 -0.2326
C 3.40470 -2.32105 -2.26815 0.357 -0.255 -0.218 -0.1726
C 2.00258 -2.24110 -2.44798 1.155 -0.829 -0.995 -0.0564
C 1.18794 -1.42711 -1.59145 -0.580 0.803 0.198 -0.0660
C -0.15673 -1.32543 -1.59821 -0.734 0.094 1.525 -0.3260
C -1.04222 -0.39601 -0.84473 -1.342 -2.219 -0.356 0.1428
C -2.45730 -0.74517 -0.77892 0.819 -0.243 1.723 -0.0513
C -3.29924 0.09323 -0.01359 0.527 0.013 -0.732 -0.1811
C -4.65371 -0.09363 -0.07340 -0.601 0.196 0.057 -0.2199
C -5.20748 -1.16022 -0.78453 0.363 0.520 0.266 -0.0034
Cl -6.91924 -1.30986 -0.89197 0.165 -0.062 -0.016 0.0647
C -4.36360 -2.08225 -1.38467 -0.261 0.500 0.206 -0.2127
C -2.99804 -1.90405 -1.34575 -0.773 0.084 -0.128 -0.1816
C 1.48165 -2.90947 -3.58046 0.186 0.080 0.161 -0.1734
C 2.28739 -3.64719 -4.44916 -0.316 0.264 0.236 -0.2286
H 5.31279 -3.13410 -3.02307 -0.405 0.222 0.281 0.2400
H 3.90856 -1.78879 -1.45771 -0.357 -0.126 -0.098 0.2135
H 1.66260 -0.80146 -0.86589 0.808 0.443 0.175 0.1951
H -0.69211 -2.19768 -1.93939 -0.094 0.364 -0.799 0.2221
H 0.12909 0.02804 0.17183 1.971 -0.594 0.812 0.2735
H -2.85518 0.90017 0.58303 -0.392 -0.262 -0.354 0.2324
H -5.29220 0.63724 0.38593 -0.324 -0.010 0.290 0.2369
H -4.80413 -2.89246 -1.90962 -0.163 -0.735 -0.287 0.2369
H -2.43944 -2.69778 -1.79608 0.461 0.020 -0.213 0.2213
H 0.41756 -2.79212 -3.78574 0.261 -0.213 -0.122 0.2118
H 1.83483 -4.13334 -5.31268 0.190 0.093 0.216 0.2392
C 3.46557 0.50421 1.11074 -0.513 -0.253 0.294 -0.2553
O 2.01567 0.48436 1.14940 0.067 -0.049 0.358 -0.5389
C 1.40722 0.64005 2.36461 -0.393 0.469 0.722 0.3252
C 0.11486 1.25674 2.36744 1.019 0.902 -0.260 0.0554
N -0.45113 1.74043 1.12238 -0.233 -2.317 -0.457 -0.3413
C -0.56465 0.83072 -0.15798 0.817 3.390 -0.678 0.0605
N -0.45648 1.87534 -1.08644 -0.232 0.697 -1.429 -0.3310
C -0.53116 1.73829 -2.52975 -0.433 -1.055 -0.974 -0.4349
C -0.40252 3.14475 -0.58861 0.906 -0.290 0.275 -0.0504
C -0.35178 3.05061 0.73998 -0.326 -1.002 0.414 -0.0124
C -0.35343 1.84702 3.56730 -0.232 -1.073 -0.519 0.3272
O -1.45013 2.63542 3.39425 0.070 -0.154 1.382 -0.5014
C -2.15069 3.07309 4.59309 0.146 -0.035 -0.198 -0.2624
C 0.28425 1.55131 4.77821 0.304 -0.079 -0.242 -0.3250
C 1.46668 0.79253 4.78981 -0.419 -0.185 -0.356 -0.1348
C 2.03240 0.32715 3.59281 -0.438 0.424 -0.206 -0.3274
H 3.68412 0.69643 0.05699 0.214 -0.043 0.293 0.2051
H 3.86328 1.30368 1.76424 -0.206 -0.382 -0.378 0.2049
H 3.85067 -0.48061 1.42649 0.015 0.449 -0.180 0.1905
H -0.31167 0.67176 -2.82604 -0.202 1.459 0.171 0.2390
H -1.54881 2.01761 -2.91019 0.818 -0.232 0.358 0.2280
H 0.21689 2.40471 -2.99914 -0.358 -0.407 0.252 0.2313
H -0.33992 4.03269 -1.18583 0.105 -0.061 -0.294 0.2436
H -0.17717 3.79099 1.46115 -0.177 0.863 0.793 0.2416
H -2.95628 3.67947 4.19791 -0.113 0.079 0.102 0.2107
H -2.57744 2.23637 5.17250 0.316 0.135 -0.399 0.1942
H -1.52871 3.69248 5.26122 -0.035 -0.270 -0.427 0.1915
H -0.13441 1.91532 5.70151 0.044 0.064 0.116 0.2345
H 1.94414 0.54364 5.75369 -0.312 0.225 -0.681 0.2361
H 2.96830 -0.22544 3.60860 -0.170 0.182 -0.036 0.2342
```
Positions in Å, forces in eV/Å.

The value obtained for the HOMO-LUMO gap is 4.91 eV. Its multiplicity is 1. Its calculated total energy is -60512.594 eV. As for the charge: +1.


Entry from the OMol25 dataset: a cluster of 3 separate species, C2H10NO3 in total at a distorted geometry (ωB97M-V/def2-TZVPD).

Structure (XYZ):
```
16
Properties=species:S:1:pos:R:3:forces:R:3:nbo_charge:R:1
C -0.98069 -2.32402 0.04628 0.175 -0.420 0.048 -0.4899
N -0.86074 -1.01334 -0.77354 1.911 -1.175 1.691 -0.3713
C -0.74275 0.23536 0.22587 -3.483 -1.312 1.542 0.1121
O 0.37677 0.33455 0.83832 1.310 -2.475 0.109 -0.5788
H -0.53934 -3.19900 -0.58730 -0.795 1.610 1.380 0.2254
H -2.11417 -2.59413 0.33975 2.513 1.016 -0.910 0.2314
H -0.38485 -2.18176 1.07144 -1.188 -0.399 -2.387 0.2532
H -0.06154 -0.99297 -1.51598 -1.528 -0.109 1.805 0.4142
H -1.60992 0.08584 0.97623 0.911 -0.305 -1.080 0.1527
H -1.03181 1.00494 -0.38210 -0.481 2.307 -1.757 0.1447
H 1.42946 2.98850 1.38238 -0.200 -0.648 0.072 0.4614
H 1.39812 1.20179 1.12575 1.316 4.642 0.042 0.5014
O 1.94962 2.23823 1.06783 -0.708 -2.903 0.216 -1.0419
H 1.40421 1.00900 -0.65153 -0.236 1.124 -2.990 0.4936
H 0.55278 1.92413 -1.52221 -1.174 1.529 0.097 0.4556
O 1.21485 1.28289 -1.64120 1.657 -2.482 2.122 -0.9639
```
Positions in Å, forces in eV/Å.

The value obtained for the HOMO-LUMO gap (alpha / beta) is 10.36 / 6.23 eV. Its multiplicity is 2. For the energy above the lowest of the compared OMol25 structures with the same formula, charge and spin, the calculation gives 56.0 kcal/mol. The expectation value of S² is 0.76. Its calculated total energy is -9863.832 eV. As for the charge: 0.